Below is a structure of composition C11H27ClIInN2P2, with properties calculated with wB97M-V/def2-TZVPD.

Structure (XYZ):
```
45
Properties=species:S:1:pos:R:3
C -0.959 -0.147 -4.647
I -2.086 -0.534 -2.605
H 0.155 -0.043 -4.667
H -1.404 0.763 -5.101
H -1.239 -0.970 -5.324
In 0.079 -0.065 -1.006
P 0.324 2.563 -0.762
C -1.337 3.305 -0.676
C 1.323 3.296 0.576
H 1.543 4.356 0.362
H 1.106 4.314 -2.239
H 2.272 2.742 0.661
H 2.014 2.761 -2.472
H -1.814 3.027 0.279
H 0.795 3.232 1.542
C 1.022 3.215 -2.312
H -1.255 4.406 -0.750
H 0.359 2.945 -3.153
H -1.944 2.921 -1.513
P 0.325 -2.681 -0.393
C -1.328 -3.443 -0.199
C 1.017 -3.565 -1.835
H 2.304 -2.638 0.985
H 1.520 -4.256 1.059
H 0.844 -2.872 1.982
C 1.337 -3.166 1.040
H 2.003 -3.131 -2.065
H 1.109 -4.638 -1.597
H -1.223 -4.538 -0.124
H -1.941 -3.190 -1.078
H 0.348 -3.429 -2.699
H -1.821 -3.054 0.705
Cl 2.441 -0.092 -0.994
C 0.222 0.572 4.734
N -0.284 0.297 3.408
C -1.603 -0.072 3.146
C -1.700 -0.263 1.803
N -0.465 0.004 1.223
C 0.377 0.329 2.227
H -0.349 1.390 5.176
H 0.091 -0.310 5.361
H 1.275 0.838 4.689
H -2.353 -0.170 3.930
H -2.537 -0.580 1.200
H 1.437 0.571 2.123
```

Calculated values
Electronic energy in a.u.: -2175.0951
Net charge: +2
Frontier orbital gap in eV: 7.50